[1]
Density functional theory data (ωB97M-V/def2-TZVPD) for a molecular structure, C9H7ClF3O5PdS in a non-equilibrium geometry.

Positions of all 27 atoms, in Å:
Pd  -0.264  -0.162  0.745
Cl  -7.541  -0.524  1.881
C  -5.957  -0.115  1.438
C  -5.709  0.586  0.234
C  -4.437  0.920  -0.112
C  -3.297  0.562  0.698
O  -2.158  0.932  0.330
C  -3.574  -0.190  1.916
C  -2.517  -0.624  2.800
O  -1.312  -0.422  2.697
C  -4.890  -0.496  2.251
H  -6.529  0.852  -0.416
H  -4.222  1.465  -1.020
H  -2.863  -1.200  3.676
H  -5.091  -1.054  3.155
F  2.057  -3.451  -0.222
C  0.858  -3.209  0.260
F  1.012  -2.300  1.287
F  0.345  -4.302  0.789
S  -0.306  -2.301  -0.919
O  -0.669  -3.132  -1.997
O  -1.380  -1.940  0.030
O  0.485  -1.108  -1.190
C  1.350  1.282  0.190
H  1.679  1.199  -0.841
H  2.102  0.965  0.918
H  0.846  2.228  0.401

Output
ΔE to the lowest compared entry with this formula, charge and spin = 45.2 kJ/mol
electronic energy = -54661.9441 eV
charge = +1
Kohn-Sham gap (alpha / beta) = 0.3106 / 0.2712 Eh
max |F| = 2.0 eV/Å
spin multiplicity = 5
HOMO level (alpha / beta) = -0.484 / -0.537 Ha

Atom charges from the natural (NBO) analysis, given in e for atoms 1 to 5:
1 Pd 1.35
2 Cl 0.17
3 C 0.04
4 C -0.20
5 C -0.16

***

[2]
Density functional theory data (ωB97M-V/def2-TZVPD) for a molecular structure, C23H24I2N5O4STc.

Positions of all 60 atoms, in Å:
Tc  0.156  -0.188  0.009
C  2.189  1.667  -5.973
C  1.780  0.682  -4.892
N  0.655  1.212  -4.124
C  0.405  1.021  -2.827
S  1.535  0.014  -1.916
N  -0.641  1.621  -2.317
N  -0.825  1.352  -0.984
C  -1.629  2.123  -0.331
C  -2.338  3.253  -0.982
C  -1.787  1.794  1.087
C  -3.066  1.489  1.805
C  -2.282  2.716  2.209
C  -1.586  2.621  3.510
C  -1.164  1.419  3.883
N  -0.891  0.759  1.563
H  3.028  1.271  -6.542
H  2.487  2.621  -5.537
H  1.368  1.845  -6.670
H  2.608  0.503  -4.209
H  1.504  -0.277  -5.334
H  -0.029  1.766  -4.617
H  -2.891  2.886  -1.847
H  -1.608  3.967  -1.365
H  -3.016  3.757  -0.297
H  -4.049  1.539  1.363
H  -2.672  3.676  1.902
H  -1.481  3.505  4.123
H  -0.672  1.212  4.822
C  -2.054  -1.671  4.285
C  -1.057  -1.104  3.286
C  0.357  -1.137  3.855
O  -1.035  -1.890  2.094
C  -1.462  0.324  2.899
O  -2.851  0.348  2.580
O  0.463  1.084  1.521
H  -1.738  -2.677  4.561
H  -3.057  -1.714  3.863
H  -2.093  -1.060  5.189
H  0.733  -2.156  3.767
H  0.355  -0.866  4.909
H  1.028  -0.462  3.326
H  -1.943  -2.070  1.815
I  -2.279  -4.160  -2.280
C  -0.538  -4.131  -1.147
C  0.178  -5.319  -0.896
C  1.329  -5.318  -0.156
I  2.332  -7.123  0.151
C  1.823  -4.105  0.386
C  3.001  -3.950  1.148
C  3.371  -2.714  1.612
C  2.564  -1.607  1.342
N  1.451  -1.720  0.639
C  1.079  -2.939  0.136
C  -0.101  -2.927  -0.650
O  -0.702  -1.761  -0.858
H  -0.195  -6.249  -1.303
H  3.616  -4.816  1.356
H  4.276  -2.581  2.188
H  2.810  -0.618  1.709

Output
electronic energy = -69109.3429 eV
charge = +1
Kohn-Sham gap (alpha / beta) = 0.2696 / 0.2288 Eh
max |F| = 0.6 eV/Å
spin multiplicity = 4
HOMO level (alpha / beta) = -0.383 / -0.389 Ha

Atom charges from the natural (NBO) analysis, given in e for atoms 1 to 5:
1 Tc 1.34
2 C -0.62
3 C -0.21
4 N -0.56
5 C 0.33

***

[3]
Density functional theory data (ωB97M-V/def2-TZVPD) for 8 unconnected molecules or ions with the total composition C40H91F6N5O14S2 in a non-equilibrium geometry.

Positions of all 158 atoms, in Å:
C  2.521  9.178  3.746
O  1.956  7.928  3.418
C  0.560  7.855  3.760
C  0.134  7.013  5.011
N  0.617  5.513  5.029
H  0.255  5.039  5.844
H  0.348  5.066  4.165
C  2.110  5.320  5.166
C  2.315  3.832  5.061
O  1.545  3.192  4.058
C  1.984  1.857  3.994
H  2.555  9.267  4.832
H  1.985  10.005  3.279
H  3.530  9.222  3.335
H  0.087  7.590  2.814
H  0.047  8.799  3.946
H  -0.940  6.903  4.862
H  0.379  7.485  5.963
H  2.503  5.641  6.131
H  2.536  5.849  4.313
H  2.090  3.521  6.081
H  3.390  3.746  4.900
H  1.776  1.344  4.932
H  3.024  1.668  3.725
H  1.309  1.370  3.291
C  -1.305  -5.096  3.796
O  -0.018  -4.823  4.105
C  0.401  -3.493  3.699
C  1.901  -3.328  3.716
N  2.397  -4.296  2.602
H  2.026  -5.234  2.651
H  2.047  -3.913  1.735
C  3.887  -4.431  2.547
C  4.632  -3.494  1.598
O  4.157  -3.737  0.351
C  4.443  -2.809  -0.697
H  -2.071  -4.520  4.315
H  -1.287  -6.164  4.010
H  -1.399  -4.974  2.716
H  -0.105  -2.886  4.450
H  -0.056  -3.275  2.734
H  2.237  -3.639  4.705
H  2.322  -2.328  3.604
H  4.128  -5.446  2.231
H  4.222  -4.297  3.575
H  5.712  -3.553  1.738
H  4.364  -2.514  1.994
H  4.146  -1.808  -0.385
H  3.886  -2.973  -1.620
H  5.500  -2.729  -0.950
C  2.484  -5.533  -2.696
O  1.188  -5.207  -2.108
C  0.910  -5.973  -0.927
C  -0.604  -5.686  -0.582
N  -1.013  -4.226  -0.832
H  -0.294  -3.645  -0.425
H  -0.907  -4.311  -1.832
C  -2.506  -4.001  -0.414
C  -3.385  -4.108  -1.675
O  -2.941  -3.265  -2.792
C  -3.824  -3.333  -3.907
H  2.675  -6.583  -2.915
H  3.336  -5.184  -2.114
H  2.490  -4.950  -3.617
H  1.595  -5.658  -0.140
H  1.010  -7.051  -1.053
H  -0.861  -5.933  0.448
H  -1.250  -6.332  -1.175
H  -2.543  -3.039  0.098
H  -2.759  -4.686  0.396
H  -4.359  -3.753  -1.341
H  -3.485  -5.146  -1.991
H  -4.862  -3.201  -3.601
H  -3.897  -4.351  -4.290
H  -3.602  -2.627  -4.707
C  3.942  -2.603  -4.690
C  2.536  -1.998  -4.472
C  2.450  -0.729  -3.462
N  1.022  -0.165  -3.301
C  1.076  0.916  -2.224
C  1.781  2.206  -2.740
C  1.307  2.746  -4.117
C  1.180  1.663  -5.113
C  0.335  0.412  -4.648
C  0.023  -1.235  -2.848
H  4.397  -2.765  -3.713
H  4.458  -1.872  -5.312
H  3.906  -3.533  -5.256
H  1.929  -2.849  -4.162
H  2.158  -1.491  -5.359
H  3.129  0.047  -3.816
H  2.935  -0.901  -2.501
H  1.444  0.568  -1.259
H  0.033  1.142  -2.001
H  2.868  2.143  -2.799
H  1.574  2.938  -1.959
H  2.092  3.423  -4.453
H  0.480  3.449  -4.015
H  2.151  1.265  -5.407
H  0.778  2.102  -6.026
H  0.141  -0.364  -5.388
H  -0.686  0.715  -4.414
H  -0.842  -0.779  -2.367
H  0.508  -1.863  -2.101
H  -0.188  -1.777  -3.770
C  -6.773  -1.965  -2.020
C  -5.755  -0.787  -2.147
C  -5.603  -0.007  -0.783
N  -4.598  1.166  -0.745
C  -4.491  1.820  0.688
C  -5.787  2.477  1.082
C  -6.100  3.613  0.067
C  -6.186  3.046  -1.358
C  -4.938  2.239  -1.772
C  -3.180  0.500  -1.086
H  -6.385  -2.553  -1.188
H  -6.889  -2.627  -2.879
H  -7.761  -1.678  -1.659
H  -6.032  -0.090  -2.938
H  -4.755  -1.147  -2.389
H  -5.244  -0.706  -0.028
H  -6.493  0.514  -0.429
H  -4.158  0.998  1.322
H  -3.677  2.545  0.681
H  -6.660  1.829  0.999
H  -5.617  2.724  2.130
H  -7.034  4.106  0.336
H  -5.379  4.422  0.184
H  -7.073  2.415  -1.426
H  -6.338  3.869  -2.057
H  -5.051  1.802  -2.764
H  -4.102  2.936  -1.713
H  -3.169  -0.010  -2.049
H  -2.993  -0.247  -0.315
H  -2.442  1.301  -1.051
C  1.446  -0.481  1.222
C  0.585  -1.526  0.613
O  -0.625  -1.308  0.347
O  1.167  -2.666  0.513
H  2.452  -0.569  0.814
H  1.559  -0.592  2.301
H  1.211  0.522  0.866
C  5.597  1.081  0.623
F  6.374  1.906  1.273
F  6.233  -0.065  0.638
F  4.352  0.925  1.178
S  5.340  1.694  -1.186
O  4.512  0.639  -1.791
O  4.696  3.024  -1.066
O  6.695  1.867  -1.710
C  -0.633  3.092  0.594
F  -1.310  2.027  1.133
F  0.684  2.851  0.812
F  -0.853  3.175  -0.760
S  -1.212  4.847  1.362
O  -2.692  4.846  1.320
O  -0.642  4.879  2.711
O  -0.568  5.864  0.513

Output
electronic energy = -117016.1428 eV
charge = +3
Kohn-Sham gap (alpha / beta) = 0.3351 / 0.1354 Eh
max |F| = 4.4 eV/Å
spin multiplicity = 2
HOMO level (alpha / beta) = -0.534 / -0.534 Ha

Atom charges from the Löwdin analysis, given in e for atoms 1 to 5:
1 C -0.10
2 O -0.20
3 C -0.18
4 C -0.02
5 N 0.08

***

[4]
Density functional theory data (ωB97M-V/def2-TZVPD) for a molecular structure, C4H11N3 in a non-equilibrium geometry.

Positions of all 18 atoms, in Å:
C  0.160  1.285  -0.423
C  -0.511  -1.224  0.375
C  -1.774  -1.599  -0.376
N  -0.770  0.690  0.458
N  0.733  2.539  -0.018
C  1.191  0.069  -0.375
N  2.061  0.055  0.564
H  -0.434  0.851  1.409
H  -0.251  1.337  -1.435
H  1.023  2.450  0.961
H  1.510  3.046  -0.418
H  2.555  -0.827  0.680
H  1.197  -0.347  -1.381
H  0.267  -1.973  0.199
H  -0.641  -1.301  1.453
H  -2.612  -0.980  -0.064
H  -2.052  -2.634  -0.162
H  -1.653  -1.438  -1.448

Output
ΔE to the lowest compared entry with this formula, charge and spin = 518.0 kJ/mol
electronic energy = -8792.2499 eV
charge = 0
Kohn-Sham gap = 0.3294 Eh
max |F| = 4.0 eV/Å
HOMO level = -0.309 Ha

Atom charges from the natural (NBO) analysis, given in e for atoms 1 to 5:
1 C 0.03
2 C -0.25
3 C -0.64
4 N -0.54
5 N -0.86